2 unconnected molecules or ions with the total composition CH6S2. Source: OMol25; level of theory: ωB97M-V/def2-TZVPD.

```
9
Properties=species:S:1:pos:R:3:forces:R:3:mulliken_charge:R:1
S -2.4987 -0.0437 -0.1548 0.13 -0.24 0.04 -0.2603
H -2.7557 1.2250 -0.4488 -0.11 0.29 -0.08 0.1394
H -1.1968 0.2263 0.0282 0.01 -0.04 0.08 0.1097
C 1.8041 -0.9635 -0.6088 0.13 -0.40 -0.28 -0.6497
S 1.6297 0.5446 0.3760 -0.03 0.08 -0.09 -0.2063
H 2.3204 -1.7384 -0.0492 -0.07 0.04 0.15 0.2726
H 2.3957 -0.7870 -1.5049 -0.06 0.19 0.00 0.2629
H 0.8307 -1.3507 -0.9051 -0.01 0.08 0.05 0.2145
H 2.2531 0.0941 1.4635 0.02 0.00 0.14 0.1172
```
Positions in Å, forces in eV/Å.

The energy above the lowest of the compared OMol25 structures with the same formula, charge and spin is 18.4 kJ/mol. The gap between HOMO and LUMO is 0.3727 Eh. The SMILES is CS.S. The calculation puts the LUMO energy at 0.827 eV. The total energy is -838.04768 Eh.